(1)
Entry from OMol25: one molecule with the formula C6H8 (ωB97M-V/def2-TZVPD).

Results
Energy above the lowest of the compared OMol25 structures with the same formula, charge and spin (eV): 4.7706

Last column: Mulliken charge in e.
Positions of all 14 atoms, in Å:
1 C 2.8352 -1.4829 -0.2767  0.18
2 C 1.9224 -0.8943 0.2399  -0.53
3 C 0.7749 -0.2206 0.8429  -0.46
4 C 0.2211 0.9613 0.0989  -0.49
5 C -1.2351 1.0633 0.3366  -0.18
6 C -1.4783 0.2640 -0.9510  -1.08
7 H 3.6513 -1.9902 -0.7371  0.41
8 H 0.0451 -0.9696 1.1966  0.28
9 H 1.1100 0.3130 1.7553  0.26
10 H -0.6832 0.5873 -1.6306  0.37
11 H -1.6445 2.0734 0.2308  0.32
12 H -1.6691 0.5472 1.1984  0.25
13 H -1.4611 -0.8198 -0.8642  0.29
14 H -2.3889 0.5681 -1.4398  0.40


(2)
Entry from OMol25: C6H8 as an isolated structure (ωB97M-V/def2-TZVPD).

Results
Energy above the lowest of the compared OMol25 structures with the same formula, charge and spin (eV): 5.2024

Last column: Mulliken charge in e.
Positions of all 14 atoms, in Å:
1 C -1.1199 -0.3207 1.0735  -0.61
2 C -0.5707 0.6453 0.0424  -0.50
3 C 0.9403 0.6925 -0.2058  0.01
4 C 1.0353 -0.8310 0.0550  -0.63
5 C -0.4880 -0.9300 -0.0985  -0.14
6 C 0.5180 0.7814 -1.6279  -0.62
7 H -2.2089 -0.3173 1.0450  0.25
8 H -0.6861 -0.4006 2.0676  0.22
9 H -1.2464 1.4212 -0.3056  0.47
10 H 1.5910 1.4335 0.2677  0.45
11 H 1.6276 -1.3349 -0.7057  0.32
12 H 1.3595 -1.1369 1.0564  0.29
13 H -0.9949 -1.5397 -0.8351  0.33
14 H 0.2431 1.8371 -1.8291  0.16


(3)
Entry from OMol25: one molecule with the formula C6H8 at a distorted geometry (ωB97M-V/def2-TZVPD).

Results
Energy above the lowest of the compared OMol25 structures with the same formula, charge and spin (eV): 8.0305

Last column: Mulliken charge in e.
Positions of all 14 atoms, in Å:
1 C 0.3751 1.4901 -0.5033  -0.73
2 C -0.6816 1.2289 0.7986  -0.69
3 C -0.8762 -1.2481 -1.1550  -0.92
4 C 0.5864 0.4408 0.4999  0.53
5 C 0.4032 -0.7349 -0.7192  -0.09
6 C 0.9522 -0.7324 1.0836  -0.40
7 H 0.8160 2.5041 -0.6369  0.29
8 H -0.8264 2.0136 1.5504  0.28
9 H -1.6135 0.7266 0.6225  0.26
10 H -1.1575 -0.8474 -2.1412  0.23
11 H -1.3880 -1.9915 -0.6842  0.37
12 H 1.2414 -0.4332 -1.5053  0.30
13 H 1.9771 -1.1139 1.1739  0.28
14 H 0.1918 -1.3027 1.6164  0.29


(4)
Entry from OMol25: a 2-piece molecular cluster, C6H8 overall at a distorted geometry (ωB97M-V/def2-TZVPD).

Results
Energy above the lowest of the compared OMol25 structures with the same formula, charge and spin (eV): 3.8371

Last column: Mulliken charge in e.
Positions of all 14 atoms, in Å:
1 C -0.9048 1.9006 -1.9534  -0.67
2 C -0.7566 1.8547 -0.6663  0.48
3 C -0.3985 1.7021 0.5207  -0.59
4 H -1.8668 2.4807 -2.2863  0.18
5 H -0.1070 1.6723 -2.6495  0.27
6 H -0.5881 0.7351 1.1663  0.00
7 H 0.0659 2.5023 1.0731  0.25
8 C -0.8659 -1.3853 1.2536  -0.11
9 C 0.2066 -1.6391 0.7686  -0.04
10 C 1.5264 -2.1210 0.3172  -0.99
11 H -1.8637 -1.0390 1.5736  0.44
12 H 2.2342 -1.7569 1.1390  0.25
13 H 1.7200 -1.6394 -0.6238  0.28
14 H 1.5982 -3.2672 0.3672  0.27


no.,E_tot (a.u.),HOMO-LUMO gap (eV),M (g mol⁻¹)
1,-233.21169,9.14,80.13
2,-233.19582,8.73,80.13
3,-233.09189,7.07,80.13
4,-233.24599,10.32,80.13